Record 1
# C10H37NO9

A cluster of 9 separate species, C10H37NO9 in total at a distorted geometry (ωB97M-V/def2-TZVPD, OMol25).

## Properties
lowest unoccupied orbital energy (alpha / beta): -0.08894 / -0.25187 Ha
gap between HOMO and LUMO (alpha / beta): 0.344 / 0.181 Ha
largest force on an atom: 0.0876 Eh/bohr
HOMO (alpha / beta): -0.4332 / -0.4332 Ha
ΔE to the lowest compared entry with this formula, charge and spin: 0.00 kcal/mol

Structure (ORCA input):
```
! RIJCOSX wB97M-V def2-TZVPD def2/J DEFGRID3
* xyz 1 2
C 20.686 -1.285 -21.350
O 20.920 -2.269 -22.393
H 21.631 -0.915 -20.952
H 20.082 -0.525 -21.847
H 20.094 -1.711 -20.540
H 21.809 -2.562 -22.182
O 25.813 -2.587 -26.284
H 24.902 -2.630 -25.991
H 25.855 -3.193 -27.023
O 23.681 -3.199 -23.127
H 23.338 -3.012 -24.001
H 24.598 -3.431 -23.274
O 22.946 -4.731 -21.023
H 22.197 -5.196 -21.397
H 23.253 -4.162 -21.729
O 22.946 -2.362 -25.635
H 22.534 -1.499 -25.662
H 22.424 -2.897 -26.233
O 20.154 -4.451 -23.782
H 21.031 -4.766 -23.999
H 20.295 -3.573 -23.427
O 26.281 -3.179 -23.740
H 26.919 -3.874 -23.900
H 26.252 -2.686 -24.560
O 22.264 -5.458 -24.991
H 23.179 -5.195 -25.085
H 22.098 -6.021 -25.747
C 25.743 -2.713 -19.947
C 25.438 -2.218 -18.470
C 23.992 -1.639 -18.590
C 23.425 -1.187 -17.313
C 23.340 -2.336 -16.333
C 24.720 -3.001 -16.115
N 25.405 -3.255 -17.456
O 26.667 -3.842 -17.410
C 25.604 -2.166 -15.175
C 24.552 -4.354 -15.416
C 26.416 -1.045 -18.214
H 24.929 -3.084 -20.571
H 26.571 -3.409 -19.812
H 26.014 -1.833 -20.530
H 23.787 -0.865 -19.330
H 23.344 -2.428 -18.972
H 22.458 -0.698 -17.429
H 23.951 -0.314 -16.924
H 22.652 -3.086 -16.724
H 23.001 -1.776 -15.461
H 26.645 -2.150 -15.499
H 25.286 -1.127 -15.091
H 25.620 -2.496 -14.136
H 23.937 -5.118 -15.893
H 25.532 -4.820 -15.322
H 24.271 -4.111 -14.391
H 26.332 -0.299 -19.005
H 27.429 -1.442 -18.284
H 26.416 -0.597 -17.220
H 26.491 -4.775 -17.551
*
```

Atom charges from the Mulliken analysis, given in e for atoms 1 to 2: -0.568 -0.558

---

Record 2
# C10H38BF4O11

A cluster of 10 separate species, C10H38BF4O11 in total at a distorted geometry (ωB97M-V/def2-TZVPD, OMol25).

## Properties
lowest unoccupied orbital energy: 0.09445 Ha
gap between HOMO and LUMO: 0.372 Ha
largest force on an atom: 0.0403 Eh/bohr
HOMO: -0.2778 Ha

Structure (ORCA input):
```
! RIJCOSX wB97M-V def2-TZVPD def2/J DEFGRID3
* xyz -1 1
B 10.141 3.496 10.029
F 9.748 2.943 11.266
F 8.989 3.946 9.366
F 10.956 4.667 10.200
F 10.797 2.531 9.294
O 9.739 -0.545 9.592
H 9.441 -0.802 8.716
H 9.790 0.421 9.560
O 10.133 5.890 12.447
H 10.832 5.742 13.090
H 10.461 5.479 11.630
O 11.872 2.081 13.469
H 11.186 2.053 12.792
H 11.657 1.354 14.060
O 8.691 6.871 8.497
H 8.788 6.456 9.362
H 9.572 6.823 8.110
O 8.555 3.546 14.148
H 7.880 4.023 13.655
H 9.259 3.406 13.505
C 13.782 3.797 7.581
C 12.763 4.848 7.228
O 12.457 5.709 8.331
O 15.075 4.356 7.764
H 13.916 3.037 6.804
H 13.548 3.172 8.453
H 11.823 4.430 6.856
H 13.165 5.488 6.441
H 11.919 5.144 8.923
H 15.008 5.099 8.372
C 6.095 4.542 5.760
C 7.073 5.544 6.333
O 6.448 6.803 6.502
O 4.884 4.458 6.497
H 6.484 3.521 5.745
H 5.903 4.776 4.703
H 7.820 5.695 5.535
H 7.669 5.134 7.144
H 6.745 7.137 7.359
H 4.649 5.367 6.719
C 7.517 -0.942 12.808
C 8.941 -0.447 12.995
C 9.272 -0.426 14.482
O 9.797 -1.439 12.423
H 7.267 -1.752 13.496
H 7.191 -1.193 11.798
H 6.798 -0.156 13.088
H 9.073 0.535 12.532
H 10.314 -0.169 14.656
H 9.079 -1.412 14.912
H 8.568 0.216 15.016
H 9.889 -1.276 11.474
C 7.174 1.574 9.687
C 5.940 2.398 10.037
C 5.050 1.614 10.988
O 6.337 3.605 10.719
H 7.756 1.413 10.600
H 7.865 2.005 8.965
H 6.868 0.587 9.330
H 5.438 2.628 9.090
H 5.620 1.346 11.874
H 4.636 0.710 10.539
H 4.214 2.269 11.245
H 7.224 3.757 10.363
*
```

Atom charges from the Mulliken analysis, given in e for atoms 1 to 2: 0.676 -0.218

---

Record 3
# C10H38N12O9

A cluster of 9 separate species, C10H38N12O9 in total at a distorted geometry (ωB97M-V/def2-TZVPD, OMol25).

## Properties
lowest unoccupied orbital energy: -0.02008 Ha
gap between HOMO and LUMO: 0.322 Ha
SMILES: NC(N)=O.NC(N)=O.NC(N)=O.NC(N)=O.NC(N)=O.NC(N)=O.CCO.CO.CO
largest force on an atom: 0.1931 Eh/bohr
HOMO: -0.3423 Ha
ΔE to the lowest compared entry with this formula, charge and spin: 201.17 kcal/mol

Structure (ORCA input):
```
! RIJCOSX wB97M-V def2-TZVPD def2/J DEFGRID3
* xyz 0 1
N -0.928 0.041 -0.220
C -1.494 -0.864 -0.937
N -1.556 -2.033 -0.415
O -1.811 -0.545 -2.314
H -0.457 0.838 -0.673
H -0.502 -0.107 0.705
H -1.783 -2.791 -1.063
H -1.277 -2.293 0.492
N 0.691 -0.977 1.985
C -0.188 -1.536 2.725
N -0.554 -0.828 3.723
O -0.765 -2.795 2.480
H 1.236 -1.523 1.328
H 0.919 -0.003 2.130
H -1.201 -1.257 4.401
H 0.066 -0.014 3.973
N -1.516 1.254 2.456
C -1.838 2.391 3.044
N -2.096 3.233 2.086
O -1.648 2.679 4.410
H -1.295 0.359 2.940
H -1.700 1.133 1.437
H -2.437 4.097 2.437
H -2.067 3.079 1.126
N 0.904 1.470 4.416
C 1.767 1.691 3.504
N 1.155 1.654 2.334
O 3.162 1.777 3.706
H 1.144 1.351 5.419
H -0.063 1.666 4.360
H 1.742 1.717 1.471
H 0.148 1.782 2.324
N -0.495 0.032 -5.212
C -0.450 1.279 -4.848
N -0.643 1.441 -3.587
O -0.114 2.269 -5.679
H -0.345 -0.262 -6.226
H -0.550 -0.681 -4.547
H -0.814 2.467 -3.382
H -1.118 0.697 -3.112
N 2.405 1.764 -0.032
C 1.819 1.111 -0.998
N 0.878 1.829 -1.451
O 2.104 -0.172 -1.466
H 3.242 1.264 0.213
H 2.324 2.796 0.071
H 0.395 1.588 -2.403
H 0.758 2.774 -1.140
C 1.955 -4.348 1.422
C 1.870 -3.427 0.160
O 2.642 -2.245 0.381
H 2.957 -4.767 1.566
H 1.307 -5.206 1.201
H 1.706 -3.848 2.336
H 0.820 -3.259 0.018
H 2.215 -3.987 -0.736
H 2.377 -1.651 -0.288
C -3.129 2.399 -0.924
O -1.863 2.935 -0.755
H -3.207 1.877 -1.929
H -3.774 3.279 -0.824
H -3.434 1.729 -0.132
H -1.635 3.538 -1.447
C 0.723 -2.806 -3.329
O 0.100 -3.103 -4.549
H 0.313 -3.497 -2.583
H 0.600 -1.800 -3.027
H 1.783 -2.873 -3.507
H 0.520 -3.782 -5.044
*
```

Atom charges from the Mulliken analysis, given in e for atoms 1 to 2: 1.167 0.036

---

Record 4
# C10H38N8O9

A cluster of 9 separate species, C10H38N8O9 in total at a distorted geometry (ωB97M-V/def2-TZVPD, OMol25).

## Properties
lowest unoccupied orbital energy: -0.02158 Ha
gap between HOMO and LUMO: 0.283 Ha
SMILES: NC(N)=O.NC(N)=O.NC(N)=O.NC(N)=O.CCO.CO.CO.CO.CO
largest force on an atom: 0.1926 Eh/bohr
HOMO: -0.3044 Ha
ΔE to the lowest compared entry with this formula, charge and spin: 134.67 kcal/mol

Structure (ORCA input):
```
! RIJCOSX wB97M-V def2-TZVPD def2/J DEFGRID3
* xyz 0 1
N -0.374 1.760 -2.098
C -1.413 1.750 -2.811
N -1.173 1.370 -4.022
O -2.661 2.229 -2.407
H -0.675 1.956 -1.116
H 0.390 1.087 -2.183
H -1.932 1.288 -4.697
H -0.202 1.153 -4.313
N -2.040 -5.103 -0.960
C -2.127 -4.160 -1.841
N -1.715 -2.983 -1.466
O -2.576 -4.486 -3.111
H -2.364 -6.041 -1.125
H -1.797 -4.863 -0.062
H -1.984 -2.281 -2.161
H -1.425 -2.793 -0.483
N 1.863 3.036 4.364
C 0.608 3.208 4.063
N 0.329 4.332 3.440
O -0.308 2.210 4.308
H 2.109 2.213 4.949
H 2.481 3.815 4.488
H -0.672 4.437 3.190
H 0.890 5.173 3.227
N 2.419 1.730 2.083
C 2.062 2.269 0.980
N 1.287 3.311 1.064
O 2.475 1.728 -0.265
H 2.979 0.919 1.950
H 2.144 2.223 2.997
H 1.067 3.827 0.222
H 0.910 3.720 1.964
C -2.119 -0.020 0.280
C -0.926 0.584 0.965
O -0.922 1.918 0.532
H -2.920 0.689 0.222
H -2.517 -0.977 0.588
H -1.866 -0.129 -0.767
H -0.033 -0.045 0.746
H -1.155 0.658 2.063
H -0.168 2.330 0.885
C 0.814 -1.094 3.563
O 1.861 -2.039 3.540
H 1.099 -0.012 3.406
H 0.248 -1.116 4.499
H 0.188 -1.427 2.754
H 2.519 -1.649 4.107
C 1.898 -0.441 -3.032
O 1.113 -0.434 -1.907
H 2.259 0.564 -3.219
H 1.337 -0.747 -3.932
H 2.760 -1.058 -2.756
H 0.897 -1.373 -1.699
C 2.702 -2.856 0.230
O 1.798 -1.908 0.735
H 3.566 -2.785 0.855
H 2.913 -2.587 -0.809
H 2.274 -3.832 0.347
H 1.728 -1.941 1.706
C -3.355 -1.202 -3.673
O -1.901 -1.161 -3.605
H -3.733 -2.243 -3.884
H -3.672 -0.605 -4.514
H -3.745 -0.819 -2.731
H -1.517 -0.281 -3.659
*
```

Atom charges from the Mulliken analysis, given in e for atoms 1 to 2: -0.294 0.516

---

Repeat the third record exactly.
# C10H38N12O9

A cluster of 9 separate species, C10H38N12O9 in total at a distorted geometry (ωB97M-V/def2-TZVPD, OMol25).

## Properties
lowest unoccupied orbital energy: -0.02008 Ha
gap between HOMO and LUMO: 0.322 Ha
SMILES: NC(N)=O.NC(N)=O.NC(N)=O.NC(N)=O.NC(N)=O.NC(N)=O.CCO.CO.CO
largest force on an atom: 0.1931 Eh/bohr
HOMO: -0.3423 Ha
ΔE to the lowest compared entry with this formula, charge and spin: 201.17 kcal/mol

Structure (ORCA input):
```
! RIJCOSX wB97M-V def2-TZVPD def2/J DEFGRID3
* xyz 0 1
N -0.928 0.041 -0.220
C -1.494 -0.864 -0.937
N -1.556 -2.033 -0.415
O -1.811 -0.545 -2.314
H -0.457 0.838 -0.673
H -0.502 -0.107 0.705
H -1.783 -2.791 -1.063
H -1.277 -2.293 0.492
N 0.691 -0.977 1.985
C -0.188 -1.536 2.725
N -0.554 -0.828 3.723
O -0.765 -2.795 2.480
H 1.236 -1.523 1.328
H 0.919 -0.003 2.130
H -1.201 -1.257 4.401
H 0.066 -0.014 3.973
N -1.516 1.254 2.456
C -1.838 2.391 3.044
N -2.096 3.233 2.086
O -1.648 2.679 4.410
H -1.295 0.359 2.940
H -1.700 1.133 1.437
H -2.437 4.097 2.437
H -2.067 3.079 1.126
N 0.904 1.470 4.416
C 1.767 1.691 3.504
N 1.155 1.654 2.334
O 3.162 1.777 3.706
H 1.144 1.351 5.419
H -0.063 1.666 4.360
H 1.742 1.717 1.471
H 0.148 1.782 2.324
N -0.495 0.032 -5.212
C -0.450 1.279 -4.848
N -0.643 1.441 -3.587
O -0.114 2.269 -5.679
H -0.345 -0.262 -6.226
H -0.550 -0.681 -4.547
H -0.814 2.467 -3.382
H -1.118 0.697 -3.112
N 2.405 1.764 -0.032
C 1.819 1.111 -0.998
N 0.878 1.829 -1.451
O 2.104 -0.172 -1.466
H 3.242 1.264 0.213
H 2.324 2.796 0.071
H 0.395 1.588 -2.403
H 0.758 2.774 -1.140
C 1.955 -4.348 1.422
C 1.870 -3.427 0.160
O 2.642 -2.245 0.381
H 2.957 -4.767 1.566
H 1.307 -5.206 1.201
H 1.706 -3.848 2.336
H 0.820 -3.259 0.018
H 2.215 -3.987 -0.736
H 2.377 -1.651 -0.288
C -3.129 2.399 -0.924
O -1.863 2.935 -0.755
H -3.207 1.877 -1.929
H -3.774 3.279 -0.824
H -3.434 1.729 -0.132
H -1.635 3.538 -1.447
C 0.723 -2.806 -3.329
O 0.100 -3.103 -4.549
H 0.313 -3.497 -2.583
H 0.600 -1.800 -3.027
H 1.783 -2.873 -3.507
H 0.520 -3.782 -5.044
*
```

Atom charges from the Mulliken analysis, given in e for atoms 1 to 2: 1.167 0.036

---

What is the largest force on an atom in the fourth record?
0.1926 Eh/bohr

---

What is the largest force on an atom in the second record?
0.0403 Eh/bohr

---

Look up the largest force on an atom of the fourth one.
0.1926 Eh/bohr